No. 1
Molecular formula: C42H60N2O20
Method: DFT, ωB97M-V/def2-TZVPD

```
124
Properties=species:S:1:pos:R:3
N -1.226 -2.547 5.395
C -2.443 -2.492 4.677
O -3.501 -2.722 5.215
O -2.478 -2.142 3.332
C -1.335 -1.423 2.962
C -1.280 -0.078 3.130
C -0.187 0.674 2.822
C 0.888 -0.029 2.317
C 0.741 -1.383 2.186
N -0.324 -2.110 2.483
H -0.938 -1.624 5.691
H -0.494 -3.028 4.887
H -2.149 0.421 3.545
H -0.160 1.742 2.967
H 1.802 0.473 2.044
H 1.604 -1.927 1.813
O -7.947 0.750 8.210
C -7.148 -0.112 7.995
C -7.416 -1.463 7.358
C -6.154 -2.245 7.709
C -5.113 -1.143 7.796
O -5.827 0.017 8.266
H -7.527 -1.327 6.281
H -8.311 -1.916 7.775
H -5.896 -3.020 6.991
H -6.276 -2.718 8.686
H -4.675 -0.912 6.824
H -4.314 -1.382 8.494
O -2.691 1.770 -0.199
C -3.539 0.997 0.149
C -4.421 0.152 -0.750
C -5.519 -0.299 0.208
C -4.791 -0.320 1.539
O -3.805 0.729 1.443
H -3.835 -0.688 -1.127
H -4.810 0.741 -1.576
H -5.967 -1.255 -0.048
H -6.314 0.447 0.230
H -4.275 -1.265 1.717
H -5.452 -0.119 2.378
O 0.763 5.694 -3.722
C -0.143 5.277 -3.056
C -1.357 6.054 -2.588
C -1.919 5.150 -1.494
C -1.480 3.772 -1.964
O -0.228 3.995 -2.650
H -2.049 6.163 -3.425
H -1.068 7.030 -2.208
H -2.996 5.234 -1.358
H -1.441 5.386 -0.542
H -2.187 3.327 -2.667
H -1.326 3.089 -1.144
O -9.307 -2.510 1.072
C -8.500 -3.359 0.847
C -8.769 -4.769 0.361
C -7.443 -5.469 0.641
C -6.448 -4.325 0.523
O -7.160 -3.156 0.966
H -8.997 -4.734 -0.706
H -9.594 -5.215 0.908
H -7.227 -6.297 -0.032
H -7.441 -5.856 1.661
H -6.122 -4.162 -0.509
H -5.571 -4.471 1.151
O 3.435 -3.401 1.321
C 3.240 -3.589 0.154
C 3.806 -4.706 -0.699
C 3.543 -4.198 -2.114
C 2.302 -3.345 -1.917
O 2.417 -2.811 -0.585
H 3.257 -5.623 -0.485
H 4.865 -4.844 -0.501
H 3.409 -4.987 -2.851
H 4.376 -3.571 -2.439
H 1.382 -3.932 -1.976
H 2.246 -2.526 -2.631
O 6.053 3.501 -6.468
C 5.391 4.371 -5.976
C 5.905 5.602 -5.258
C 4.661 6.098 -4.529
C 3.546 5.617 -5.443
O 4.042 4.394 -6.029
H 6.260 6.318 -6.000
H 6.706 5.342 -4.572
H 4.645 7.173 -4.360
H 4.582 5.604 -3.558
H 3.335 6.326 -6.248
H 2.627 5.416 -4.900
O 9.755 7.759 -4.916
C 9.962 6.695 -5.420
C 11.216 5.854 -5.287
C 11.059 4.852 -6.427
C 9.547 4.747 -6.550
O 9.048 6.047 -6.182
H 11.210 5.366 -4.310
H 12.106 6.467 -5.396
H 11.543 3.894 -6.246
H 11.478 5.272 -7.343
H 9.121 4.007 -5.869
H 9.227 4.513 -7.562
O 0.357 -6.270 -3.491
C -0.664 -5.649 -3.469
C -1.584 -5.386 -4.644
C -2.457 -4.248 -4.122
C -2.460 -4.512 -2.624
O -1.179 -5.100 -2.341
H -2.163 -6.289 -4.846
H -1.017 -5.096 -5.524
H -3.455 -4.220 -4.555
H -1.974 -3.292 -4.328
H -3.238 -5.219 -2.327
H -2.572 -3.601 -2.040
O 2.984 2.160 4.246
C 3.534 1.201 4.700
C 5.021 1.034 4.946
C 5.150 -0.474 5.138
C 3.788 -0.840 5.705
O 2.869 0.095 5.111
H 5.292 1.587 5.847
H 5.595 1.391 4.097
H 5.976 -0.771 5.781
H 5.288 -0.956 4.169
H 3.743 -0.726 6.790
H 3.489 -1.853 5.444
```

## Properties
Spin multiplicity ... 1
HOMO level ... -9.6 eV
Energy ... -88459.6216 eV
SMILES ... NC(=O)Oc1ccccn1.O=C1CCCO1.O=C1CCCO1.O=C1CCCO1.O=C1CCCO1.O=C1CCCO1.O=C1CCCO1.O=C1CCCO1.O=C1CCCO1.O=C1CCCO1
Lowest unoccupied orbital energy ... -0.0378 eV


No. 2
Molecular formula: C42H61BN8RuS7SbSe
Method: DFT, ωB97M-V/def2-TZVPD

```
122
Properties=species:S:1:pos:R:3
Ru 1.174 0.966 -0.489
C -2.991 -2.159 -1.541
C -2.450 -1.789 -0.191
C -2.944 -2.312 0.949
C -2.449 -1.898 2.218
N -1.419 -1.112 2.290
N -0.873 -0.640 1.159
B 0.476 0.107 1.341
N 1.681 -0.877 1.583
N 1.407 -2.169 1.725
C 2.409 -2.993 1.892
C 3.725 -2.503 2.064
C 3.998 -1.179 1.935
C 5.373 -0.606 2.054
C 2.912 -0.344 1.564
S 3.099 1.247 0.931
C 2.045 -4.476 1.881
C 3.280 -5.356 2.058
C 1.042 -4.754 3.004
C 1.393 -4.790 0.526
N 0.419 1.090 2.552
N 0.625 0.584 3.770
C 0.647 1.399 4.785
C 0.458 2.796 4.591
C 0.223 3.301 3.359
C 0.060 4.760 3.088
C 0.197 2.371 2.268
S -0.020 2.798 0.638
C 0.874 0.752 6.151
C -0.347 -0.116 6.479
C 2.123 -0.135 6.083
C 1.052 1.799 7.248
C -1.387 -0.822 -0.073
S -0.864 0.098 -1.395
C -3.070 -2.322 3.551
C -4.308 -3.192 3.343
C -2.031 -3.105 4.363
C -3.471 -1.051 4.314
H -3.335 -3.193 -1.539
H -2.236 -2.030 -2.315
H -3.841 -1.520 -1.794
H -3.728 -3.057 0.893
H 4.537 -3.190 2.263
H 6.044 -1.319 2.531
H 5.361 0.325 2.622
H 5.753 -0.388 1.052
H 3.765 -5.189 3.023
H 4.013 -5.188 1.265
H 2.981 -6.405 2.016
H 1.495 -4.597 3.987
H 0.696 -5.789 2.949
H 0.183 -4.090 2.914
H 2.081 -4.587 -0.298
H 0.503 -4.176 0.377
H 1.106 -5.844 0.489
H 0.539 3.472 5.433
H 0.129 5.335 4.010
H -0.900 4.960 2.610
H 0.830 5.095 2.390
H -0.510 -0.854 5.694
H -1.250 0.494 6.568
H -0.192 -0.638 7.426
H 2.022 -0.887 5.300
H 2.271 -0.643 7.040
H 3.015 0.461 5.871
H 0.166 2.428 7.360
H 1.915 2.443 7.061
H 1.216 1.293 8.200
H -4.066 -4.130 2.837
H -5.077 -2.674 2.765
H -4.737 -3.444 4.314
H -1.852 -4.087 3.920
H -2.387 -3.253 5.385
H -1.082 -2.572 4.394
H -4.258 -0.510 3.782
H -2.616 -0.384 4.429
H -3.845 -1.315 5.306
S 5.626 -1.794 -1.165
Sb 4.394 -0.249 -2.359
S 2.069 -0.763 -1.619
S 1.699 2.716 -2.072
S 4.278 -0.729 -4.595
C -3.532 4.864 -4.097
C -3.450 3.785 -5.177
C -3.832 2.392 -4.676
C -2.878 1.834 -3.624
N -1.599 1.466 -4.230
C -0.444 2.149 -4.155
Se -0.103 3.595 -2.952
N 0.485 1.518 -4.872
C 1.820 2.007 -5.265
C 1.786 2.552 -6.687
C 0.988 3.843 -6.855
C 1.654 5.050 -6.200
C -0.059 0.332 -5.363
C 0.519 -0.710 -6.077
C -0.311 -1.766 -6.396
C -1.667 -1.782 -6.021
C -2.231 -0.747 -5.303
C -1.387 0.309 -4.976
H -3.482 5.861 -4.536
H -2.718 4.792 -3.374
H -4.472 4.791 -3.544
H -2.440 3.754 -5.600
H -4.118 4.049 -5.998
H -3.870 1.697 -5.519
H -4.835 2.421 -4.241
H -3.281 0.942 -3.146
H -2.671 2.553 -2.834
H 2.508 1.168 -5.161
H 2.131 2.755 -4.544
H 1.386 1.779 -7.350
H 2.823 2.722 -6.988
H -0.020 3.709 -6.445
H 0.861 4.038 -7.922
H 1.747 4.928 -5.119
H 1.077 5.960 -6.373
H 2.656 5.205 -6.608
H 1.571 -0.709 -6.328
H 0.097 -2.610 -6.937
H -2.280 -2.632 -6.293
H -3.269 -0.766 -4.999
```

## Properties
Spin multiplicity ... 2
HOMO level (alpha / beta) ... -6.5 / -6.6 eV
Energy ... -207459.4296 eV
Lowest unoccupied orbital energy (alpha / beta) ... -0.9192 / -1.1165 eV
Energy relative to the best compared isomer or geometry (same formula, charge and spin) ... 1.9567 eV